Molecular formula: C36H95NO30S10
Method: DFT, the ωB97M-V functional and the def2-TZVPD basis

```
172
Properties=species:S:1:pos:R:3:forces:R:3
C -7.5648 -13.3523 -0.0920 -0.163 -0.439 0.712
C -8.5422 -12.4119 -0.7469 0.776 -0.040 -0.443
N -8.1915 -12.2322 -2.1728 -1.236 0.474 0.001
C -9.0567 -11.1474 -2.6940 0.884 -0.248 -0.865
C -8.4948 -10.5919 -3.9900 -0.323 0.979 -0.504
C -8.3050 -13.4282 -3.0421 -0.064 0.291 0.208
C -9.6282 -14.1882 -3.0097 0.302 -0.493 0.389
H -6.5344 -13.0600 -0.2945 -0.011 -0.322 -0.523
H -7.8301 -14.3700 -0.3783 0.633 -0.168 -0.316
H -7.6036 -13.3825 0.9969 -0.481 0.338 0.142
H -9.5742 -12.7347 -0.6094 -0.254 -0.180 0.051
H -8.4771 -11.4290 -0.2803 -0.011 0.112 -0.029
H -10.0737 -11.4277 -2.9684 -0.436 -0.594 0.366
H -9.1966 -10.3845 -1.9282 0.343 0.097 -0.002
H -9.0399 -9.6851 -4.2520 -0.032 0.346 0.174
H -7.4408 -10.3147 -3.9735 0.049 -0.219 0.220
H -8.6958 -11.2010 -4.8712 0.218 -0.444 0.190
H -7.4807 -14.1251 -2.8909 0.046 0.051 0.577
H -8.1494 -13.1301 -4.0789 0.021 0.383 0.082
H -10.4676 -13.6235 -3.4153 0.067 -0.140 -0.182
H -9.9056 -14.5446 -2.0176 0.025 0.249 0.275
H -9.4401 -15.1168 -3.5485 -0.413 0.077 -0.453
O -8.6210 -1.2287 -3.8553 0.567 -1.022 -0.172
S -7.9783 -2.5156 -3.7393 0.068 -1.170 -0.063
O -6.5362 -2.6830 -3.9676 -2.452 0.245 0.824
O -8.4651 -2.9957 -2.2081 1.111 0.845 -2.139
C -7.7710 -4.0654 -1.5380 -0.992 -1.069 0.207
C -8.2803 -4.0315 -0.1140 1.033 0.382 0.260
C -8.8599 -3.7963 -4.8504 0.763 0.975 1.181
H -6.6864 -4.0411 -1.6430 -0.098 0.372 0.006
H -8.1584 -4.9979 -1.9484 0.325 -0.221 -0.429
H -9.3552 -4.1992 -0.0467 0.091 0.127 -0.045
H -7.9829 -3.0781 0.3227 -0.413 0.203 0.124
H -7.7679 -4.7620 0.5120 -0.168 -0.263 -0.353
H -8.4582 -4.7810 -4.6116 -0.041 0.113 0.208
H -8.6362 -3.5808 -5.8952 0.011 0.325 0.212
H -9.9239 -3.7246 -4.6246 0.149 0.026 -0.062
O -15.0329 -10.1837 -1.5321 0.124 -3.418 -0.118
S -14.7446 -11.6407 -1.5579 1.263 0.785 0.658
O -14.7909 -12.4681 -0.3282 -0.508 1.662 -2.153
O -15.6351 -12.3226 -2.7535 0.407 1.673 0.394
C -16.1268 -13.6476 -2.5718 0.527 -0.722 1.613
C -17.3652 -13.6742 -1.7165 -0.335 0.028 0.093
C -13.0556 -11.8946 -2.2244 -0.422 0.310 0.849
H -15.3549 -14.1386 -1.9792 0.055 -0.548 -0.219
H -16.2240 -14.1856 -3.5148 0.016 0.631 -0.208
H -17.1509 -13.3012 -0.7150 0.133 -0.030 -0.059
H -17.6623 -14.7183 -1.6172 -0.293 0.028 -0.026
H -18.1802 -13.0652 -2.1077 -0.035 -0.191 -0.232
H -13.0229 -11.7110 -3.2983 -0.071 -0.262 0.171
H -12.7258 -12.8680 -1.8614 -0.377 -0.333 -0.644
H -12.3633 -11.2414 -1.6932 -0.357 0.555 -0.032
O -18.1797 -3.4084 -1.5740 2.539 1.020 1.245
S -17.1278 -2.5516 -0.9927 -0.542 0.372 1.172
O -17.3584 -1.9537 0.3620 0.766 -1.420 -3.413
O -15.6418 -3.3834 -0.9300 -2.512 0.644 -0.821
C -14.4897 -2.6194 -0.5806 0.459 0.986 1.035
C -13.4677 -3.5209 0.0645 -0.290 -0.558 -0.319
C -16.7749 -1.1905 -2.2142 -0.568 -1.510 1.092
H -14.7250 -1.8991 0.2028 -0.492 0.220 -0.063
H -14.0965 -2.0281 -1.4076 -0.051 -0.390 -0.438
H -12.5095 -3.0126 0.1716 -0.086 0.058 0.099
H -13.3254 -4.4238 -0.5293 0.095 0.009 0.059
H -13.8818 -3.8205 1.0273 0.324 -0.114 0.049
H -16.7197 -1.5757 -3.2323 0.438 -0.342 0.283
H -15.8547 -0.7692 -1.8094 -0.388 0.603 -0.429
H -17.7040 -0.6215 -2.1823 0.410 0.495 0.407
O -10.6931 -6.1651 6.2080 -2.518 -1.015 -1.302
S -11.8026 -6.7278 5.4187 0.567 0.670 0.081
O -11.8126 -8.1426 5.0687 -0.217 1.578 0.542
O -13.2439 -6.2997 6.1399 1.926 -0.397 -0.407
C -14.3623 -7.1940 6.0605 -0.191 -0.550 0.431
C -15.2389 -6.9504 4.8551 0.093 -0.293 -0.094
C -11.9756 -5.6978 3.9167 0.034 -0.352 0.961
H -14.9032 -7.0690 6.9985 -0.053 0.509 -0.051
H -14.0281 -8.2290 6.1325 0.239 -0.028 -0.396
H -14.8550 -7.4250 3.9520 0.137 0.038 0.019
H -15.3765 -5.8895 4.6461 -0.022 0.016 0.188
H -16.2057 -7.4158 5.0466 -0.128 0.101 -0.072
H -12.8497 -5.9992 3.3396 0.097 -0.235 0.066
H -11.0502 -5.7607 3.3442 -0.024 -0.018 0.082
H -12.1426 -4.6966 4.3139 0.136 0.019 -0.132
O -9.6991 -7.0863 -2.9769 -1.277 -0.629 2.018
S -10.8322 -7.3697 -2.0878 -0.780 0.686 -1.138
O -11.5157 -8.6673 -2.1670 1.358 1.736 0.638
O -10.4118 -6.9482 -0.5299 0.606 -0.401 -3.546
C -11.1239 -7.4474 0.5795 0.587 -1.115 2.093
C -10.1314 -7.9867 1.6607 -0.157 0.409 -0.241
C -12.1090 -6.0814 -2.4998 0.884 -0.264 1.091
H -11.7606 -8.2892 0.3074 -0.350 0.355 -0.197
H -11.6342 -6.5785 0.9950 -0.505 -0.338 -0.033
H -9.4845 -7.2026 2.0543 0.023 0.168 -0.179
H -9.4918 -8.8117 1.3471 -0.155 0.000 -0.468
H -10.6678 -8.3768 2.5256 -0.372 0.050 -0.016
H -12.9316 -6.2603 -1.8074 -0.158 -0.094 -0.240
H -12.3984 -6.0600 -3.5505 0.129 -0.641 0.122
H -11.6790 -5.1061 -2.2716 0.214 -0.097 0.108
O -11.3612 -11.0318 0.5184 -0.151 -0.521 2.118
S -11.3062 -11.6684 1.8451 -0.601 -0.149 -0.183
O -9.9951 -11.8622 2.4758 -2.575 0.527 -0.837
O -12.3538 -10.9219 2.9375 2.940 -1.844 -0.819
C -13.3610 -10.0011 2.5726 -1.212 -0.013 -1.086
C -14.7408 -10.6498 2.9323 0.900 0.407 0.780
C -12.2319 -13.2742 1.7634 0.578 0.581 0.951
H -13.2877 -9.8022 1.5035 -0.117 0.051 -0.154
H -13.0557 -9.0881 3.0837 -0.729 0.079 0.265
H -15.0162 -11.5017 2.3105 0.301 0.177 -0.322
H -15.6003 -9.9813 2.9834 0.308 0.320 -0.306
H -14.6018 -11.0364 3.9418 -0.122 -0.103 0.155
H -13.2933 -13.0739 1.9094 0.133 0.238 -0.589
H -11.9346 -13.8135 2.6628 0.275 -0.016 -0.062
H -11.9983 -13.8703 0.8812 0.044 0.415 -0.037
O -14.3010 -6.6755 0.8085 -0.976 0.309 -0.184
S -15.7398 -6.7638 0.9106 -1.497 -0.071 -0.028
O -16.2952 -7.7214 1.8622 0.483 1.184 -1.098
O -16.2890 -5.2516 1.2587 1.970 -1.913 -0.284
C -17.6367 -5.1142 1.6780 -1.133 -0.217 -1.038
C -17.6971 -4.5582 3.0415 0.031 0.760 0.906
C -16.5476 -7.0541 -0.7762 1.120 0.745 1.873
H -18.1688 -6.0651 1.6529 0.171 -0.227 -0.049
H -18.0894 -4.4948 0.9037 -0.204 0.236 0.291
H -18.7144 -4.2614 3.2966 -0.112 -0.292 0.044
H -17.1166 -3.6402 3.1336 0.196 -0.034 -0.117
H -17.3156 -5.2899 3.7536 -0.155 0.084 0.086
H -15.8984 -7.8365 -1.1693 -0.527 -0.142 -0.314
H -16.4980 -6.1044 -1.3089 0.301 -0.111 -0.046
H -17.5961 -7.2844 -0.5874 0.280 -0.424 -0.016
O -11.0934 -11.1227 -6.8361 0.408 3.038 0.105
S -11.1449 -9.6365 -6.8608 -0.271 -0.554 -0.633
O -9.9194 -8.7821 -6.8891 -3.647 -2.334 -0.050
O -12.1139 -9.2278 -8.1675 1.864 1.406 0.901
C -13.1310 -10.1074 -8.5952 0.511 -1.917 -0.274
C -12.6114 -10.9980 -9.7233 0.169 -0.170 -0.007
C -12.3809 -9.1146 -5.5533 1.971 0.075 -1.292
H -14.0506 -9.6075 -8.8993 0.278 0.562 0.322
H -13.3143 -10.7769 -7.7548 -0.564 -0.087 -0.028
H -12.4302 -10.5227 -10.6873 -0.270 0.403 0.139
H -13.3161 -11.8148 -9.8794 -0.001 -0.068 -0.051
H -11.6498 -11.4166 -9.4264 -0.120 -0.154 0.138
H -12.6193 -8.0836 -5.8148 0.008 -0.069 0.193
H -11.7729 -9.1836 -4.6513 -0.612 -0.101 0.338
H -13.2473 -9.7663 -5.6663 0.290 -0.042 0.295
O -8.7073 -4.8681 2.6516 -0.131 -0.182 -0.071
S -7.8897 -4.8199 3.8257 2.405 -0.644 1.448
O -7.7057 -6.0104 4.6533 -0.405 1.638 -1.497
O -6.3701 -4.2340 3.4321 -3.080 0.601 2.013
C -5.6284 -4.8591 2.4525 2.152 -1.583 -1.300
C -4.1316 -4.6596 2.7409 0.202 0.194 -0.645
C -8.4614 -3.4891 4.8655 0.528 0.045 0.261
H -5.8533 -4.4844 1.4540 -0.085 0.269 0.123
H -5.7766 -5.9373 2.3923 -0.447 -0.125 0.265
H -3.5340 -5.0802 1.9321 -0.320 0.009 -0.419
H -3.6974 -5.1683 3.6016 -0.669 0.201 0.435
H -3.8960 -3.5954 2.7482 0.045 0.029 0.306
H -9.5260 -3.6908 4.9842 0.065 0.140 0.019
H -8.2387 -2.4948 4.4782 -0.256 -0.272 -0.530
H -7.9591 -3.5277 5.8321 -0.067 -0.436 -0.064
O -5.2124 -6.3409 -0.1506 -0.552 -4.037 -0.529
S -5.4007 -7.8115 -0.3852 0.514 0.781 1.341
O -4.4768 -8.5628 -1.2355 -1.451 1.260 1.296
O -5.4386 -8.5339 1.1708 -0.043 1.175 -1.926
C -5.4828 -9.9846 1.2353 0.578 -0.415 -0.513
C -6.5440 -10.4813 2.1869 -0.061 0.252 0.303
C -7.1285 -8.1904 -0.8124 0.549 0.227 -0.030
H -4.4751 -10.3175 1.4837 -0.023 0.069 0.302
H -5.6673 -10.4181 0.2523 -0.039 0.189 -0.237
H -6.4190 -11.5305 2.4546 0.241 -0.104 -0.360
H -7.5255 -10.3944 1.7208 -0.134 0.163 0.273
H -6.5044 -9.9597 3.1432 -0.184 0.273 -0.119
H -7.2019 -9.2743 -0.9003 0.074 0.004 0.090
H -7.4313 -7.7505 -1.7627 0.287 0.157 0.029
H -7.7497 -7.8127 -0.0003 0.131 0.016 -0.059
```
Positions in Å, forces in eV/Å.

Energy above the lowest of the compared OMol25 structures with the same formula, charge and spin = 108.7 kJ/mol
Multiplicity = 1
LUMO energy = -0.17 eV
Maximum force = 0.0842 Eh/bohr
Total charge = 0
Highest occupied orbital energy = -0.309 Ha